Record 1
C56H66AsCsOP2S as an isolated structure at a distorted geometry, computed with the ωB97M-V functional and the def2-TZVPD basis.

The calculation puts the frontier orbital gap at 5.93 eV. The calculation puts the energy above the lowest of the compared OMol25 structures with the same formula, charge and spin at 28.80 kcal per mole.

Geometry as XYZ:
```
128
Properties=species:S:1:pos:R:3:mulliken_charge:R:1
Cs -1.56584 -0.85643 0.46355 1.878
C -2.79349 -1.44873 3.33131 -0.436
C -3.79018 -0.60911 2.77484 -0.351
C -4.51643 -1.39743 1.82196 0.224
C -3.91328 -2.68243 1.82345 -0.151
C -2.85685 -2.72290 2.74714 -0.747
C -1.98550 -3.91551 3.08445 2.692
C -2.31439 -4.42294 4.49544 -1.986
C -0.49874 -3.53476 3.04217 -1.623
C -2.21031 -5.05731 2.09235 -2.218
C -5.73020 -1.12251 0.92020 2.817
C -6.29516 -2.43976 0.36519 -2.464
C -5.37603 -0.27823 -0.31519 -1.708
C -6.89734 -0.46573 1.67108 -1.960
C -3.95327 0.82840 3.29714 2.688
C -4.21716 1.86983 2.20129 -1.993
C -5.07047 0.90507 4.35472 -1.886
C -2.67589 1.29351 4.01542 -2.186
H -2.08438 -1.15855 4.09616 0.126
H -4.21739 -3.50704 1.19621 0.244
H -2.14278 -3.63470 5.23264 0.324
H -1.69732 -5.28963 4.76122 0.472
H -3.36647 -4.71090 4.55658 0.421
H -0.28451 -2.69491 3.70895 0.239
H -0.19792 -3.24751 2.02703 -0.023
H 0.13965 -4.37666 3.33377 0.592
H -3.24775 -5.39806 2.11332 0.429
H -1.56834 -5.90872 2.34046 0.429
H -1.98064 -4.74167 1.07018 0.296
H -5.57230 -2.95945 -0.26641 0.400
H -7.17451 -2.22400 -0.25026 0.450
H -6.59342 -3.11229 1.17228 0.475
H -4.69680 -0.83875 -0.96857 0.368
H -4.89028 0.66193 -0.06389 -0.002
H -6.27982 -0.05360 -0.89549 0.464
H -7.15419 -1.05483 2.55481 0.370
H -7.77995 -0.41296 1.02361 0.464
H -6.67297 0.54625 1.99591 0.299
H -5.16822 1.71806 1.69846 0.220
H -3.42747 1.84346 1.43981 0.299
H -4.23200 2.87550 2.63349 0.611
H -6.04016 0.61905 3.95425 0.243
H -5.15264 1.92014 4.76291 0.473
H -4.83988 0.22169 5.17577 0.353
H -1.79436 1.23328 3.37217 0.238
H -2.47781 0.70234 4.91044 0.411
H -2.79171 2.33627 4.32597 0.499
O 0.95185 -0.48524 -0.66829 0.276
S 1.69523 -1.76573 -0.79304 -0.159
C 2.36562 -2.20849 0.81092 1.138
C 2.54893 -3.59271 0.90634 -0.299
C 3.10432 -4.16890 2.02659 -1.140
C 3.44158 -3.34650 3.09089 -0.860
C 3.16779 -1.99558 3.02453 -0.833
C 2.62326 -1.35972 1.89093 -0.066
P 2.28815 0.39077 2.44404 -0.086
C 1.62900 1.59682 1.23442 0.753
C 0.24536 1.79864 1.16063 0.105
C -0.30266 2.83701 0.42422 -0.976
C 0.54317 3.74819 -0.19783 -0.985
C 1.91377 3.59155 -0.11661 -0.764
C 2.44756 2.52249 0.58875 -0.389
C 4.03862 0.94879 2.51395 0.028
C 4.38145 1.87776 3.49379 -0.600
C 5.66979 2.39331 3.56073 -0.589
C 6.63136 1.97803 2.65061 -0.561
C 6.30251 1.04460 1.67522 -0.537
C 5.01443 0.53300 1.60858 0.061
C 3.19926 -1.52092 -1.78312 1.383
C 4.05420 -2.62740 -1.79934 -1.244
C 5.17124 -2.65234 -2.60704 -0.914
C 5.43220 -1.56691 -3.42938 -0.989
C 4.58344 -0.47849 -3.41806 -0.309
C 3.44863 -0.40623 -2.59306 -0.686
P 2.39918 1.13355 -2.67611 1.944
C 1.55669 0.80272 -4.27105 0.758
C 0.86989 1.86637 -4.86324 -0.711
C 0.14051 1.68720 -6.02789 -1.137
C 0.05023 0.42582 -6.60607 -0.662
C 0.70252 -0.64290 -6.01036 -0.668
C 1.45635 -0.45401 -4.85686 -0.800
C 3.73477 2.32967 -3.14023 -0.273
C 4.66554 2.61389 -2.13810 -0.184
C 5.69802 3.51328 -2.34822 -0.735
C 5.81572 4.16540 -3.57060 -0.649
C 4.90226 3.89188 -4.57553 -0.747
C 3.87325 2.97801 -4.36533 -0.136
H 2.21407 -4.21937 0.08639 0.729
H 3.23938 -5.24171 2.08252 0.420
H 3.86895 -3.76002 3.99566 0.430
H 3.36383 -1.39324 3.90540 0.440
H -0.42744 1.13104 1.68901 0.214
H -1.37743 2.94751 0.35667 0.746
H 0.12625 4.58693 -0.74428 0.423
H 2.57574 4.29938 -0.60108 0.412
H 3.52371 2.43391 0.66637 0.241
H 3.63102 2.20201 4.20686 0.406
H 5.92264 3.11525 4.32763 0.429
H 7.63809 2.37559 2.70439 0.389
H 7.05065 0.71460 0.96392 0.465
H 4.76327 -0.19346 0.84219 0.298
H 3.84590 -3.47859 -1.16759 0.427
H 5.82540 -3.51494 -2.59823 0.414
H 6.29595 -1.56556 -4.08327 0.421
H 4.80747 0.35220 -4.06765 0.543
H 0.91046 2.85289 -4.41173 0.835
H -0.36966 2.53255 -6.47561 0.417
H -0.52824 0.27888 -7.51040 0.395
H 0.63721 -1.63361 -6.44476 0.440
H 1.97001 -1.30696 -4.42196 0.297
H 4.59521 2.10714 -1.18078 0.383
H 6.40983 3.70865 -1.55380 0.487
H 6.61715 4.87616 -3.73514 0.381
H 4.98957 4.38256 -5.53829 0.421
H 3.19092 2.76566 -5.17426 0.470
C -4.50273 2.21589 -2.63123 -1.288
As -2.74588 1.53169 -2.10692 0.402
C -1.68222 3.01603 -2.81381 -0.646
C -2.49274 0.25358 -3.57079 -0.978
H -4.50532 2.57306 -3.66114 0.436
H -4.77556 3.03308 -1.96412 0.369
H -5.23980 1.42229 -2.51887 0.342
H -1.88360 3.19498 -3.86968 0.482
H -0.62348 2.79881 -2.66410 -0.462
H -1.93605 3.91304 -2.24601 0.523
H -2.69075 0.70096 -4.54318 0.386
H -3.17292 -0.58605 -3.41912 0.508
H -1.46703 -0.11622 -3.55725 0.026
```



Record 2
C17H20As2Cl3I2NO8Pt as an isolated structure at a distorted geometry, computed with the ωB97M-V functional and the def2-TZVPD basis.

The calculation puts the frontier orbital gap (spin up / spin down) at 6.99 / 4.17 eV. The expectation value of S² is 6.024. The total charge is +4. The spin multiplicity is 5.

Geometry as XYZ:
```
54
Properties=species:S:1:pos:R:3:mulliken_spin:R:1
Pt 1.34044 0.30464 2.17804 1.242
I 3.26924 -1.64006 1.93114 0.155
C 3.75274 -1.25126 3.99604 -0.013
I 2.13694 -0.10166 4.89144 0.318
H 4.67074 -0.66336 4.01544 0.000
H 3.87274 -2.19816 4.52784 0.003
C -2.51846 3.56484 1.78624 -0.001
O -2.04196 2.54224 0.88994 0.007
C -1.05906 1.78744 1.19134 -0.002
O -0.41586 1.79254 2.24934 0.088
C -0.79996 0.67244 0.21594 0.071
C -0.33876 0.89784 -1.01506 0.070
As 0.02704 -0.38996 -2.43686 0.646
C -1.44436 -0.13466 -3.73226 0.099
C -0.47616 -2.08186 -1.51486 -0.013
C -0.84866 -2.29156 -0.25776 0.001
As -0.89916 -0.98986 1.23494 0.152
C -2.74256 -0.90486 1.95094 0.029
C -1.11476 -3.67786 0.35144 0.042
O -1.24996 -4.67926 -0.27336 0.433
O -1.16556 -3.53756 1.66204 0.032
C -1.44066 -4.70916 2.46154 0.000
C -0.20346 -3.19526 -2.53166 0.001
O -0.64296 -4.29666 -2.42386 0.445
O 0.57434 -2.72146 -3.47686 0.065
C 1.01244 -3.61026 -4.52216 0.005
C 0.16574 2.27384 -1.38476 -0.022
O 0.45084 3.07774 -0.53476 0.016
O 0.30704 2.35934 -2.68326 0.000
C 0.77904 3.58564 -3.26436 0.001
H -2.39296 4.52504 1.28614 0.000
H -1.97846 3.53834 2.73004 0.000
H -3.58536 3.38824 1.93974 -0.001
H -1.34226 0.85634 -4.18056 -0.002
H -2.40866 -0.22446 -3.22466 0.028
H -1.35926 -0.88116 -4.52556 -0.005
H -3.47836 -0.82506 1.14174 0.005
H -2.81006 -0.02986 2.60814 0.003
H -2.94736 -1.79336 2.55724 -0.001
H -1.54616 -4.35156 3.48434 0.001
H -0.61716 -5.42136 2.39434 0.001
H -2.36306 -5.18796 2.12544 0.000
H 1.65854 -3.01476 -5.16946 0.001
H 0.15794 -3.99246 -5.08736 0.000
H 1.57354 -4.44836 -4.10126 0.001
H 1.24624 3.31954 -4.21186 0.000
H 1.48904 4.07294 -2.59676 0.000
H -0.06566 4.25284 -3.45516 0.000
Cl 3.51304 5.24424 0.10184 0.000
C 3.06224 4.77504 1.77494 0.004
Cl 4.49104 4.99064 2.86014 0.000
Cl 1.67204 5.74754 2.35754 0.000
C 2.67854 3.39244 1.82234 -0.045
N 2.39564 2.28364 1.88704 0.141
```



Record 3
C4H9ClO2 as an isolated structure at a distorted geometry, computed with the ωB97M-V functional and the def2-TZVPD basis.

The calculation puts the frontier orbital gap at 8.98 eV. The calculation puts the energy above the lowest of the compared OMol25 structures with the same formula, charge and spin at 56.08 kcal per mole.

Geometry as XYZ:
```
16
Properties=species:S:1:pos:R:3:nbo_charge:R:1
C 1.22059 0.33295 1.29868 -0.666
C -0.64158 -1.96528 -0.76604 -0.258
C 0.05664 -0.26753 0.62577 0.154
C -0.52892 1.20058 -0.58928 0.020
O -0.34391 2.38804 0.01095 -0.699
O 0.44094 -1.32525 -0.05691 -0.516
Cl 0.41845 0.96682 -2.04889 -0.072
H 1.93667 0.48713 0.53293 0.217
H 1.72070 -0.25505 2.11024 0.222
H 0.76605 1.32183 1.73262 0.228
H -0.49300 -3.00182 -0.76285 0.198
H -0.80364 -1.39466 -1.73979 0.190
H -1.55151 -1.84439 -0.29894 0.168
H -0.92320 -0.29838 1.14233 0.157
H -1.64561 0.89448 -0.71122 0.171
H 0.37134 2.76052 -0.47961 0.486
```



Record 4
An isolated ion of composition C17H30N3O6 and charge +1 at a distorted geometry, computed with the ωB97M-V functional and the def2-TZVPD basis.

Its SMILES is CCCCNc1[nH]c(CC(=O)OC(C)=O)c(COCOCCO)[n+]1CC. The calculation puts the frontier orbital gap at 9.31 eV. The total charge is +1.

Geometry as XYZ:
```
56
Properties=species:S:1:pos:R:3:nbo_charge:R:1
C 5.66720 -1.78755 2.28023 -0.621
C 4.77631 -1.40952 0.97536 -0.417
C 3.77715 -2.58467 0.53586 -0.428
C 2.92502 -2.30001 -0.79282 -0.233
N 2.17615 -1.00715 -0.81294 -0.653
C 0.73067 -1.16499 -0.65730 0.610
N -0.07806 -2.04148 0.14906 -0.523
C -1.44178 -1.61820 -0.15411 0.149
C -2.80383 -2.23596 0.39721 -0.553
C -2.85726 -2.42134 1.98434 0.804
O -1.80937 -2.58479 2.65064 -0.509
O -4.14690 -2.44615 2.62534 -0.548
C -4.54796 -1.13946 3.07421 0.769
C -5.38036 -0.08598 2.16188 -0.716
O -4.29182 -0.77700 4.25494 -0.486
C -1.42593 -0.44044 -1.17043 0.144
C -2.65792 0.34352 -1.83078 -0.102
O -2.41511 1.74410 -2.06521 -0.522
C -2.33996 2.47749 -0.80375 0.223
O -0.95453 2.79987 -0.56308 -0.567
C -0.80318 4.08244 0.10800 -0.112
C 0.80264 4.31959 0.28530 -0.081
O 1.28637 5.42831 -0.51238 -0.711
N -0.01406 -0.19548 -1.45767 -0.334
C 0.67560 0.79105 -2.33889 -0.243
C 1.13326 -0.03609 -3.67984 -0.628
H 6.77612 -1.80321 1.99645 0.232
H 5.45330 -0.99192 3.09594 0.224
H 5.27382 -2.78621 2.67268 0.215
H 4.11391 -0.50866 1.29560 0.178
H 5.42135 -0.99870 0.10459 0.220
H 4.44398 -3.50761 0.30024 0.229
H 3.10577 -2.93603 1.41575 0.203
H 3.67150 -2.30776 -1.67579 0.220
H 2.20672 -3.18701 -1.00226 0.209
H 2.57662 -0.29077 -0.18992 0.415
H 0.27799 -2.77609 0.77440 0.483
H -3.64994 -1.49321 0.12400 0.254
H -3.04420 -3.20261 -0.17467 0.283
H -5.57401 0.89968 2.71079 0.269
H -4.71539 0.12446 1.24679 0.204
H -6.40598 -0.51920 1.88462 0.260
H -2.93610 -0.22174 -2.80264 0.241
H -3.55416 0.22486 -1.12924 0.196
H -2.97351 3.42267 -0.91833 0.188
H -2.75703 1.84595 0.06303 0.151
H -1.21407 4.96842 -0.49056 0.197
H -1.31443 4.07617 1.14252 0.179
H 1.33384 3.35628 -0.03798 0.185
H 1.02726 4.52530 1.38936 0.178
H 1.04631 6.23924 -0.00791 0.473
H 1.60615 1.27524 -1.85072 0.241
H 0.01342 1.65822 -2.67527 0.278
H 1.04367 -1.16579 -3.44550 0.213
H 0.50031 0.23553 -4.59172 0.236
H 2.26448 0.13439 -3.86742 0.237
```